This record from OMol25 describes a cluster of 10 separate species, C29H50N9O7PS in total. The level of theory is ωB97M-V/def2-TZVPD.

Computed properties:
SMILES	CCOP(=O)(CCC[C@H]1OS(=O)(=O)CC[C@@H]1O)OCC.CC#N.CC#N.CC#N.CC#N.CC#N.CC#N.CC#N.CC#N.CC#N
orbital gap	10.7	eV
maximum force	1.38	eV/Å

Structure (XYZ):
```
97
Properties=species:S:1:pos:R:3:lowdin_charge:R:1
C 0.864 -0.610 -1.300 -0.065
C -0.281 0.381 -1.291 -0.264
O -0.965 0.281 -2.563 -0.212
P -1.996 1.473 -2.854 0.499
O -1.308 2.770 -2.956 -0.267
C -2.799 0.926 -4.373 -0.194
C -4.176 0.282 -4.167 -0.194
C -4.112 -1.157 -3.609 -0.097
C -4.818 -1.351 -2.267 -0.281
O -6.036 -2.095 -2.551 -0.185
S -7.102 -2.113 -1.356 0.622
O -8.014 -1.025 -1.547 -0.270
O -7.660 -3.422 -1.259 -0.260
C -6.095 -1.770 0.066 -0.212
C -4.774 -2.533 -0.031 -0.123
C -3.993 -2.191 -1.301 -0.304
O -2.834 -1.449 -0.906 -0.027
O -3.077 1.422 -1.683 -0.224
C -3.620 2.685 -1.209 -0.234
C -5.100 2.510 -0.900 -0.046
H 0.510 -1.636 -1.246 0.054
H 1.371 -0.506 -2.260 0.083
H 1.573 -0.408 -0.504 0.080
H -0.977 0.161 -0.487 0.088
H 0.126 1.385 -1.176 0.110
H -2.861 1.789 -5.032 0.098
H -2.128 0.217 -4.859 0.100
H -4.771 0.933 -3.532 0.092
H -4.666 0.255 -5.137 0.113
H -4.597 -1.813 -4.327 0.127
H -3.073 -1.473 -3.544 0.112
H -5.061 -0.382 -1.840 0.127
H -5.924 -0.699 0.133 0.084
H -6.642 -2.058 0.958 0.120
H -4.947 -3.601 0.074 0.125
H -4.160 -2.236 0.817 0.118
H -3.673 -3.115 -1.783 0.162
H -2.143 -1.596 -1.557 0.072
H -3.108 2.923 -0.280 0.110
H -3.489 3.476 -1.938 0.107
H -5.612 1.964 -1.689 0.069
H -5.251 2.008 0.051 0.055
H -5.546 3.502 -0.860 0.086
C 2.463 -4.908 -1.405 -0.070
C 2.097 -4.062 -0.277 -0.289
N 1.810 -3.393 0.611 0.132
H 2.040 -4.510 -2.325 0.080
H 3.546 -4.946 -1.498 0.085
H 2.087 -5.917 -1.240 0.051
C 0.399 4.654 -0.770 -0.083
C 0.109 4.515 0.652 -0.279
N -0.132 4.372 1.766 0.116
H 1.404 4.302 -0.976 0.058
H -0.310 4.061 -1.346 0.044
H 0.329 5.695 -1.070 0.049
C 5.212 5.119 -0.676 -0.077
C 3.987 5.767 -1.122 -0.267
N 3.019 6.285 -1.458 0.141
H 5.001 4.096 -0.369 0.082
H 5.940 5.114 -1.482 0.051
H 5.624 5.663 0.171 0.080
C 7.153 9.027 -0.739 -0.061
C 7.203 7.896 -1.657 -0.271
N 7.245 7.010 -2.385 0.141
H 8.131 9.179 -0.289 0.084
H 6.864 9.925 -1.281 0.086
H 6.423 8.835 0.044 0.082
C 3.256 -6.902 2.486 -0.072
C 2.793 -7.499 1.239 -0.273
N 2.427 -7.962 0.252 0.128
H 4.029 -6.164 2.275 0.082
H 2.427 -6.411 2.990 0.088
H 3.660 -7.671 3.139 0.047
C 6.859 -7.833 5.093 -0.076
C 5.437 -7.818 5.405 -0.285
N 4.317 -7.814 5.662 0.131
H 7.353 -7.031 5.632 0.047
H 7.295 -8.780 5.401 0.087
H 7.009 -7.698 4.023 0.081
C -2.652 0.852 1.862 -0.053
C -4.051 0.679 2.228 -0.271
N -5.160 0.552 2.501 0.147
H -2.249 1.746 2.337 0.087
H -2.077 -0.015 2.181 0.092
H -2.574 0.950 0.780 0.042
C 5.858 -6.038 9.250 -0.060
C 7.030 -6.558 8.559 -0.268
N 7.951 -6.965 8.007 0.136
H 5.993 -4.978 9.456 0.084
H 4.977 -6.174 8.626 0.079
H 5.718 -6.571 10.187 0.085
C -1.527 7.460 -2.444 -0.074
C -2.099 8.180 -1.314 -0.286
N -2.552 8.746 -0.424 0.126
H -1.966 7.821 -3.372 0.082
H -0.450 7.617 -2.477 0.080
H -1.729 6.395 -2.346 0.070
```

***

This record from OMol25 describes a structure of composition C12H32Li2O16PS4. The level of theory is ωB97M-V/def2-TZVPD.

Computed properties:
orbital gap	4.0	eV
total charge	-1
maximum force	5.24	eV/Å

Structure (XYZ):
```
67
Properties=species:S:1:pos:R:3:lowdin_charge:R:1
Li 0.727 -1.210 0.021 0.574
Li -0.705 -3.743 -0.695 0.646
P 1.650 -3.461 -0.352 -0.172
O 0.690 -2.605 -1.232 -0.582
O 3.050 -3.937 -0.911 -0.481
O 0.781 -4.586 0.113 -0.480
O 1.774 -2.764 1.015 -0.473
O -1.317 -0.245 -1.312 -0.281
S -1.832 -1.257 -2.171 0.631
O -1.964 -2.579 -1.649 -0.325
O -3.306 -0.808 -2.693 -0.290
C -3.490 0.520 -3.287 -0.217
C -4.622 1.114 -2.384 -0.054
C -0.880 -1.236 -3.788 -0.055
H -3.628 0.333 -4.352 0.121
H -2.573 1.080 -3.102 0.098
H -4.468 1.120 -1.305 0.076
H -5.531 0.554 -2.602 0.073
H -4.780 2.161 -2.644 0.067
H -1.071 -2.044 -4.494 0.078
H 0.182 -1.154 -3.558 0.044
H -1.117 -0.244 -4.172 0.047
O -0.606 -4.260 2.576 -0.251
S -1.044 -2.939 2.947 0.674
O -1.440 -2.016 1.883 -0.318
O -2.174 -3.122 4.132 -0.252
C -2.900 -1.994 4.443 -0.328
C -4.133 -2.393 5.290 -0.063
C 0.298 -2.108 3.945 -0.085
H -3.242 -1.396 3.598 0.109
H -2.297 -1.359 5.093 0.112
H -5.032 -1.827 5.048 0.068
H -3.921 -2.418 6.359 0.066
H -4.352 -3.453 5.164 0.072
H 0.688 -2.731 4.750 0.070
H 0.045 -1.095 4.257 0.035
H 1.051 -1.956 3.171 0.037
O 1.621 0.069 -1.303 -0.334
S 2.586 0.415 -2.316 0.686
O 2.122 1.141 -3.528 -0.320
O 3.763 1.401 -1.574 -0.287
C 4.265 2.615 -2.153 -0.285
C 5.467 3.094 -1.385 -0.061
C 3.622 -0.923 -2.663 -0.111
H 3.448 3.328 -2.042 0.099
H 4.329 2.498 -3.235 0.111
H 5.201 3.912 -0.715 0.070
H 6.166 3.549 -2.087 0.072
H 6.006 2.285 -0.893 0.087
H 4.321 -0.623 -3.443 0.079
H 2.894 -1.673 -2.973 0.077
H 4.194 -1.181 -1.772 0.096
O 0.408 0.243 1.457 -0.306
S -0.152 1.375 2.133 0.693
O -0.289 1.435 3.589 -0.297
O 0.666 2.766 1.720 -0.275
C 1.068 2.877 0.334 -0.232
C 1.470 4.402 0.122 -0.046
C -1.845 1.897 1.454 -0.072
H 0.238 2.680 -0.345 0.103
H 1.840 2.142 0.109 0.093
H 0.834 5.067 0.706 0.068
H 1.289 4.754 -0.894 0.066
H 2.511 4.553 0.407 0.064
H -2.424 0.974 1.484 0.058
H -1.824 2.434 0.506 0.054
H -2.308 2.549 2.196 0.056
```

***

This record from OMol25 describes a structure of composition C26H33N6O4Sc. The level of theory is ωB97M-V/def2-TZVPD.

Computed properties:
energy above the lowest of the compared OMol25 structures with the same formula, charge and spin	0.2795	eV
orbital gap	7.4	eV
maximum force	1.23	eV/Å

Structure (XYZ):
```
70
Properties=species:S:1:pos:R:3:lowdin_charge:R:1
Sc 0.919 -0.867 0.320 1.056
C -2.475 0.445 -3.286 -0.076
N -2.299 0.875 -1.911 -0.207
C -2.880 2.184 -1.692 -0.066
C -2.654 -0.094 -0.933 -0.181
C -3.769 -0.914 -1.073 -0.007
C -4.065 -1.901 -0.148 -0.077
C -3.233 -2.092 0.940 -0.084
C -2.117 -1.291 1.101 -0.043
C -1.801 -0.283 0.179 -0.252
N -0.611 0.453 0.319 -0.067
C -0.693 1.736 0.784 -0.248
C -1.753 2.133 1.615 -0.033
C -1.795 3.383 2.192 -0.094
C -0.772 4.284 1.955 -0.100
C 0.247 3.949 1.072 -0.037
C 0.293 2.708 0.455 -0.210
N 1.298 2.346 -0.499 -0.227
C 2.395 3.294 -0.615 -0.109
C 0.732 2.081 -1.821 -0.069
H -3.525 0.464 -3.618 0.082
H -1.911 1.127 -3.925 0.088
H -2.071 -0.559 -3.403 0.072
H -3.967 2.198 -1.881 0.092
H -2.704 2.509 -0.671 0.072
H -2.404 2.890 -2.375 0.084
H -4.420 -0.776 -1.925 0.112
H -4.945 -2.514 -0.277 0.102
H -3.457 -2.851 1.676 0.106
H -1.471 -1.422 1.970 0.116
H -2.532 1.409 1.807 0.116
H -2.620 3.651 2.832 0.101
H -0.774 5.255 2.424 0.095
H 0.990 4.701 0.849 0.097
H 2.843 3.483 0.362 0.085
H 2.088 4.258 -1.045 0.093
H 3.154 2.869 -1.273 0.082
H 1.522 1.730 -2.484 0.086
H -0.034 1.310 -1.749 0.056
H 0.291 2.988 -2.259 0.098
O -0.851 -2.509 -3.042 0.069
C -0.288 -2.335 -1.977 -0.572
O 0.471 -1.361 -1.646 -0.108
C -0.428 -3.373 -0.848 -0.145
C -1.191 -4.534 -0.854 0.024
C -1.172 -5.335 0.279 -0.027
C -0.422 -4.951 1.385 0.024
C 0.284 -3.758 1.319 -0.149
N 0.281 -3.014 0.216 0.074
C 1.075 -3.054 2.439 -0.578
O 1.467 -3.665 3.414 0.081
O 1.232 -1.812 2.175 -0.124
H -1.775 -4.777 -1.727 0.124
H -1.740 -6.255 0.312 0.113
H -0.393 -5.534 2.292 0.122
N 2.215 0.637 1.723 -0.020
C 3.590 0.343 2.138 -0.231
C 4.551 0.398 0.955 -0.179
C 4.323 -0.710 -0.071 -0.229
N 3.013 -0.581 -0.723 -0.021
H 2.155 1.620 1.455 0.067
H 1.615 0.519 2.540 0.101
H 3.600 -0.657 2.582 0.118
H 3.939 1.066 2.893 0.120
H 5.570 0.308 1.336 0.118
H 4.461 1.370 0.461 0.101
H 4.365 -1.684 0.425 0.124
H 5.136 -0.667 -0.812 0.119
H 2.969 -1.210 -1.529 0.104
H 2.930 0.367 -1.097 0.078
```